Record 1
64
Properties=species:S:1:pos:R:3:nbo_charge:R:1 method="wB97M-V/def2-TZVPD" homo_lumo_gap_ev=8.0383 e_tot_ev=-46125.6282 e_above_lowest_ev=0.000 lumo_ha=0.0062
O 2.748 -1.006 0.344 -0.4420
O -3.311 2.246 -0.742 -0.5236
O -0.425 -0.620 -1.302 -0.7004
O -2.973 5.096 -0.347 -0.4973
O 2.745 2.506 -3.410 -0.6065
N 0.021 -2.127 0.298 -0.4124
N -0.981 -4.365 4.261 -0.5199
N 1.415 1.037 -2.266 -0.6505
N -1.355 -2.753 2.663 -0.4080
N -3.054 -4.240 3.099 -0.5201
C 0.409 2.361 -3.978 -0.5114
C 1.671 1.991 -3.206 0.7109
C 0.396 -1.103 -0.504 0.6400
C 3.601 0.632 -0.990 -0.1826
C 5.865 1.348 -0.820 -0.2378
C 1.750 -0.569 -0.495 0.0764
C -1.805 -3.823 3.351 0.5693
C -4.165 4.609 0.225 -0.2391
C 2.221 0.435 -1.333 0.2597
C -2.238 4.332 -1.206 0.2369
C 0.026 -2.342 2.722 -0.2309
C -0.395 4.417 -2.779 -0.2142
C -1.245 5.034 -1.884 -0.2287
C 5.092 -0.404 0.657 -0.2870
C -0.537 3.064 -3.042 -0.0261
C -2.368 2.951 -1.447 0.3024
C -2.735 -5.877 4.791 -0.3754
C 3.852 -0.288 0.047 0.3808
C -1.352 -2.591 0.239 -0.2400
C 4.634 1.464 -1.426 -0.1557
C -2.080 -2.219 1.536 -0.2237
C 6.094 0.429 0.207 -0.1820
C -1.453 -5.374 4.964 0.1096
C -1.526 2.352 -2.376 -0.3097
C -3.500 -5.251 3.817 0.1096
C 0.737 -2.710 1.409 -0.2386
C -3.423 0.861 -0.970 -0.2653
H -0.769 -5.794 5.691 0.1945
H -2.124 -1.128 1.630 0.1956
H -3.788 0.651 -1.981 0.1740
H 0.065 -1.257 2.865 0.1954
H -4.860 4.247 -0.536 0.1779
H 1.766 -2.370 1.434 0.2507
H 6.676 1.983 -1.143 0.2164
H -0.047 1.456 -4.382 0.2265
H -1.837 -2.133 -0.623 0.2477
H 0.499 -2.844 3.565 0.2546
H -1.637 1.300 -2.583 0.2248
H -3.110 -6.702 5.371 0.2254
H -4.155 0.506 -0.245 0.1938
H -3.088 -2.632 1.546 0.2531
H -1.348 -3.680 0.122 0.1987
H -4.511 -5.569 3.593 0.1945
H -4.604 5.465 0.739 0.1861
H 0.724 -3.800 1.291 0.1960
H 0.699 3.019 -4.797 0.2414
H -1.160 6.089 -1.676 0.2255
H 0.461 0.665 -2.203 0.4540
H 7.074 0.370 0.656 0.2161
H 5.252 -1.119 1.448 0.2250
H 0.375 4.988 -3.275 0.2170
H -3.974 3.810 0.946 0.1839
H 4.460 2.171 -2.220 0.2616
H -2.471 0.346 -0.816 0.2029


Record 2
65
Properties=species:S:1:pos:R:3:nbo_charge:R:1 method="wB97M-V/def2-TZVPD" homo_lumo_gap_ev=7.1804 e_tot_ev=-56959.1811 e_above_lowest_ev=0.000 lumo_ha=-0.0279
S -5.697 0.056 0.653 0.3914
O -5.932 -6.474 -1.814 -0.5191
O 4.800 2.354 0.883 -0.4960
O -7.964 -3.008 0.599 -0.6181
O -1.326 2.299 0.968 -0.5623
O 2.801 2.443 2.484 -0.4852
N -1.978 -1.103 -2.266 -0.6794
N -3.671 -0.338 -0.841 -0.2866
N -4.645 -1.071 -1.412 -0.2593
N -6.288 -3.988 -0.533 -0.4351
N -3.250 1.158 0.918 -0.5561
C 1.146 0.842 -0.406 -0.1509
C 6.854 3.741 2.037 -0.2262
C -6.436 -5.229 0.209 -0.2578
C -1.941 1.364 0.505 0.6417
C -6.856 -6.341 -0.756 -0.0776
C -5.751 -0.980 -0.780 0.1000
C -5.344 -4.125 -1.621 -0.2543
C 1.329 1.391 0.874 -0.2224
C -1.395 0.433 -0.517 -0.2935
C 7.719 4.687 2.559 -0.2041
C -4.011 0.369 0.277 0.3034
C -7.135 -2.971 -0.285 0.6940
C -0.089 0.320 -0.906 0.0238
C -2.335 -0.384 -1.290 0.4377
C -6.984 -1.704 -1.154 -0.5515
C 7.841 4.041 -0.127 -0.2429
C -5.803 -5.272 -2.533 -0.0763
C 3.666 1.823 0.394 0.3925
C 1.714 2.635 3.362 -0.2547
C 8.710 4.981 0.398 -0.2048
C 5.995 2.355 0.117 0.0609
C 6.909 3.415 0.690 0.0521
C 3.493 1.248 -0.861 -0.3377
C 2.262 0.760 -1.249 -0.1368
C 8.650 5.306 1.743 -0.2163
C 6.686 0.988 0.192 -0.6272
C 2.552 1.881 1.274 0.2404
H 2.155 0.324 -2.231 0.2131
H -5.064 -5.460 -3.314 0.2007
H -6.973 -1.955 -2.214 0.2490
H -4.367 -4.381 -1.194 0.2057
H -5.474 -5.482 0.667 0.1992
H 9.326 6.042 2.152 0.2128
H -7.189 -5.081 0.982 0.2528
H -7.857 -6.116 -1.157 0.1674
H 6.037 0.204 -0.193 0.2146
H 7.885 3.794 -1.178 0.2079
H 0.907 3.198 2.885 0.1941
H -5.244 -3.202 -2.186 0.2310
H -2.731 -1.624 -2.703 0.3606
H 0.028 -0.309 -1.783 0.2387
H -6.766 -5.005 -2.997 0.1608
H 9.431 5.463 -0.244 0.2128
H 7.606 1.007 -0.386 0.2185
H 4.320 1.179 -1.550 0.2203
H 2.113 3.203 4.201 0.1983
H -7.854 -1.085 -0.932 0.2624
H 1.321 1.680 3.725 0.1752
H -6.879 -7.305 -0.248 0.2017
H 7.667 4.940 3.608 0.2130
H 6.120 3.261 2.665 0.2298
H 6.926 0.763 1.229 0.2203
H 0.490 1.437 1.542 0.2509
H 5.772 2.606 -0.929 0.1827


Record 3
118
Properties=species:S:1:pos:R:3:lowdin_charge:R:1 method="wB97M-V/def2-TZVPD" homo_lumo_gap_ev=9.3030 e_tot_ev=-827995.2525 lumo_ha=0.0020
I 2.721 2.295 1.894 0.8130
Br 6.581 -1.786 2.984 0.8522
Cl -1.895 -1.322 6.321 0.5440
Cl -2.160 5.743 -6.946 0.5325
Cl -6.498 -3.598 4.853 0.4956
Cl -11.238 -3.191 0.451 0.5363
Cl 2.635 -6.042 8.435 0.5207
Cl -11.785 1.427 1.616 0.5240
Cl 0.904 4.342 4.418 0.4739
Cl -1.563 2.319 -5.238 0.5488
Cl -4.561 -3.052 -0.834 0.5178
Cl -2.141 -4.013 -2.117 0.5234
Cl 0.683 3.224 7.088 0.5214
Cl 4.826 0.520 -4.048 0.5009
Cl -4.478 -5.802 4.807 0.4875
Cl 2.086 -3.461 9.645 0.4976
Cl 2.048 -0.032 -3.980 0.4728
Cl 0.311 4.349 -0.350 0.5065
Cl -4.503 7.130 -5.945 0.5378
Cl -0.072 -1.997 -4.262 0.5267
Cl 2.421 5.497 6.606 0.5247
Cl -2.519 3.771 -0.239 0.5389
Cl -3.310 7.047 1.103 0.5284
Cl -4.013 -8.351 3.506 0.5377
Cl 1.901 -3.781 2.207 0.7064
Cl 3.788 -2.388 -9.537 0.5386
Cl -9.978 -5.273 2.026 0.5256
Cl 1.858 -1.838 4.437 0.5142
Cl 6.756 1.892 -5.728 0.4971
Cl -1.341 -3.893 5.094 0.5541
Cl -3.282 5.021 -4.369 0.5467
Cl -12.417 1.196 -1.207 0.5242
Cl 7.079 1.886 -2.840 0.5370
Cl -0.569 1.589 -0.189 0.5118
Cl -9.034 -4.714 -0.659 0.5202
Cl -2.254 -6.126 2.931 0.5062
Cl -14.138 -0.049 0.771 0.5194
Cl 4.908 -0.350 -7.804 0.5289
Cl 0.895 2.798 -3.785 0.5697
Cl 9.147 1.858 0.327 0.5212
Cl 2.032 -0.639 -8.025 0.5842
Cl 11.019 -0.161 1.238 0.5288
Cl -4.194 -2.788 3.260 0.5083
Cl 3.934 -5.301 10.920 0.5308
Cl -2.660 -1.165 -1.897 0.5063
Cl -4.747 12.038 1.310 0.5139
Cl -0.049 -3.154 7.603 0.5017
Cl -1.441 1.858 -2.364 0.5386
Cl -3.316 11.384 3.750 0.5249
Cl -1.934 11.329 1.200 0.5192
Cl 3.935 4.496 -8.835 0.5190
Cl 3.856 4.011 -5.977 0.5091
Cl -5.401 5.301 0.088 0.5088
Cl -6.729 -3.363 1.968 0.5021
Cl 9.849 -0.363 -1.409 0.5113
Cl 1.992 -4.697 4.979 0.5008
Cl -5.883 8.150 0.354 0.5375
Cl 6.336 4.862 -7.241 0.5116
Cl 2.637 -2.673 -5.055 0.5561
O 4.963 1.308 0.389 0.0853
O 6.274 -2.787 0.459 0.0887
O 5.161 -1.230 -0.585 0.0558
N 5.777 -0.892 1.542 -0.3919
C -3.382 -2.759 -2.108 -1.5415
C -1.510 -3.015 6.627 -1.4639
C -0.945 3.204 -0.809 -1.6833
C 3.672 -3.983 -0.377 -0.1683
C 2.468 -5.158 9.951 -1.5395
C -4.679 6.912 -0.001 -1.5396
C -5.946 -2.724 3.416 -1.5120
C 5.765 -1.762 0.420 -0.7705
C -0.859 2.850 -3.710 -1.4151
C 1.754 4.011 5.929 -1.5559
C 6.524 0.970 -4.243 -1.5038
C 4.298 0.986 1.210 -0.8662
C -10.441 -4.766 0.403 -1.5421
C -3.258 -6.900 4.163 -1.5379
C -3.641 5.594 -6.001 -1.5358
C 1.365 -3.452 3.889 -1.5034
C -3.469 11.053 2.025 -1.5660
C 2.293 -4.460 -0.047 -0.3086
C 3.586 -2.931 -1.496 -0.1421
C 3.578 -0.767 -8.876 -1.5193
C 4.884 -2.143 -1.641 -0.1504
C 1.229 -4.790 0.089 -0.0320
C 4.438 -0.400 1.888 -0.2459
C -12.478 0.395 0.363 -1.5666
C 9.585 0.150 0.260 -1.5491
C 1.435 -1.384 -4.944 -1.5248
C 4.573 4.983 -7.262 -1.5390
H 4.760 -1.516 -2.517 0.0534
H -3.736 10.012 1.902 -0.0387
H -11.139 -5.490 0.008 0.0120
H 4.304 6.015 -7.094 0.0105
H 5.692 -2.820 -1.877 0.1365
H -4.320 7.067 -1.009 0.0118
H 2.573 3.339 5.714 0.0053
H -2.614 -7.191 4.981 0.0114
H 0.189 -4.802 -0.061 0.0366
H -1.163 3.868 -3.531 -0.0215
H 7.111 0.064 -4.310 0.0170
H 3.569 -0.064 -9.696 0.0135
H 2.708 -2.313 -1.372 0.1182
H -2.328 -3.457 7.178 0.0175
H 8.766 -0.426 0.667 -0.0128
H -4.278 4.865 -6.481 0.0156
H 4.186 -4.872 -0.707 0.1255
H 4.064 -3.623 0.561 0.0740
H -3.894 -2.781 -3.060 0.0152
H 1.651 -5.592 10.507 0.0126
H -0.981 3.153 -1.889 -0.2452
H 4.336 -0.276 2.952 0.0656
H -6.232 -1.692 3.528 0.0124
H 0.263 -3.502 3.930 -0.1169
H 3.642 -1.041 1.517 0.1155
H 3.476 -3.473 -2.429 0.0865
H -11.887 -0.510 0.306 -0.0490
H 1.232 -1.021 -5.947 -0.0953